DFT (ωB97M-V/def2-TZVPD) results for a cluster of 2 separate species, C8H14Cl2IN2S in total at a distorted geometry.

Structure (XYZ):
```
28
Properties=species:S:1:pos:R:3:forces:R:3
S 2.80526 -2.96827 -0.37909 0.7 0.3 0.0
C 2.17918 -1.56648 -0.34672 -0.5 -2.0 0.3
N 1.35319 -0.66225 -0.22224 0.6 1.2 -0.6
N 0.85287 -0.16234 -1.47429 -1.3 0.7 -0.2
C -0.28885 0.75733 -1.13459 -1.0 0.9 1.3
C -1.31064 0.04484 -0.24361 -0.2 -1.2 -0.1
C -1.86094 -1.25374 -0.92910 0.6 0.4 -0.3
C -0.78200 -2.07174 -1.70430 -0.2 0.2 0.3
I -1.77670 -3.10840 -3.33296 0.4 -0.1 0.4
C 0.27920 -1.19912 -2.39115 -1.0 -0.7 -1.0
H 1.53107 0.39232 -2.00630 0.3 -0.2 0.4
H -0.75285 1.12285 -2.05640 0.3 -0.2 0.0
H 0.07408 1.62254 -0.56616 0.4 -0.2 -0.3
H -2.16934 0.70073 -0.05717 0.3 0.1 -0.1
H -0.90284 -0.19766 0.75493 0.0 0.2 -0.5
H -2.61905 -0.95003 -1.66172 0.0 -0.1 0.3
H -2.31565 -1.91339 -0.18336 -0.1 0.2 -0.2
H -0.32197 -2.83258 -1.06630 -0.1 0.1 -0.2
H -0.25781 -0.64859 -3.17654 0.4 0.2 0.2
H 1.03743 -1.78106 -2.92696 0.1 0.1 0.6
Cl -0.25469 0.40426 4.02459 0.0 0.0 -0.1
C 0.87296 1.35890 3.03081 0.1 0.0 0.1
C 0.68511 2.84537 3.21707 0.1 0.0 0.0
Cl -0.86452 3.41641 2.54429 0.0 -0.1 -0.1
H 0.73347 1.06684 1.99110 0.0 0.0 0.0
H 1.88018 1.07436 3.33363 0.0 0.1 0.0
H 1.47561 3.38361 2.69518 0.0 0.0 0.0
H 0.71826 3.12528 4.26734 -0.1 -0.1 0.0
```
Positions in Å, forces in eV/Å.

Kohn-Sham gap, eV: 8.13
E_tot, Eh: -2038.691785
2S+1: 1
Net charge: +1
F_max, eV/Å: 2.0
M, g mol⁻¹: 368.09

---

DFT (ωB97M-V/def2-TZVPD) results for a cluster of 2 separate species, C4H13N2O in total at a distorted geometry.

Structure (XYZ):
```
20
Properties=species:S:1:pos:R:3:forces:R:3
C -0.16076 -1.55652 -0.05703 1.3 -0.3 0.1
C 0.48764 -0.89832 -1.26082 0.7 -0.2 -0.8
C 1.24201 0.31773 -0.82592 -2.0 -0.1 -0.4
C 0.57117 1.50266 -0.69902 -0.3 0.0 0.2
N 2.50166 0.17216 -0.35533 1.2 0.7 0.9
N -1.30459 -0.80910 0.54160 0.8 -0.9 -0.1
H 0.62705 -1.59829 0.69892 -0.3 0.2 0.3
H -0.42835 -2.60111 -0.17448 -0.6 -0.4 -0.6
H 1.15649 -1.61637 -1.75966 0.1 -0.2 0.5
H -0.20840 -0.73410 -2.08736 -0.6 0.5 0.1
H -0.29783 1.70965 -1.30737 -0.2 -0.2 0.1
H 0.89733 2.28860 -0.03063 0.4 0.2 -0.3
H -1.75280 2.42745 1.88952 0.4 0.7 0.0
H 3.09084 -0.62963 -0.37682 -0.2 -0.6 -0.3
H 2.99913 1.03759 -0.24737 0.2 0.0 0.1
H -1.40771 -1.26274 1.48715 -0.6 1.4 -1.1
H -2.14304 -0.89172 -0.05572 0.2 -0.2 0.5
H -1.04835 0.20275 0.54202 -0.1 0.1 0.7
H -2.76813 1.40409 2.34945 -0.6 -0.1 0.6
O -2.05336 1.53523 1.72886 0.2 -0.6 -0.6
```
Positions in Å, forces in eV/Å.

Kohn-Sham gap (alpha / beta), eV: 2.00 / 8.04
E_tot, Eh: -344.770994
Energy above the lowest of the compared OMol25 structures with the same formula, charge and spin, kJ/mol: 288.8
2S+1: 2
Net charge: 0
F_max, eV/Å: 2.0
M, g mol⁻¹: 105.16

---

DFT (ωB97M-V/def2-TZVPD) results for a cluster of 3 separate species, C4H11NO2 in total.

Structure (XYZ):
```
18
Properties=species:S:1:pos:R:3:forces:R:3
C -1.24056 1.97989 0.58644 0.7 -0.2 0.0
C -0.51070 1.03249 -0.32544 -0.1 0.0 0.1
C -0.30095 -0.26463 0.04573 0.0 -0.5 0.1
N 0.00000 -1.32699 -0.73002 0.3 0.4 -0.3
C 0.39723 -2.45322 -0.09485 0.5 -0.2 -0.1
H -2.26368 2.17952 0.27278 -0.3 0.2 -0.2
H -0.71985 2.93694 0.68678 -0.1 0.2 0.1
H -1.31167 1.52754 1.57575 0.0 0.0 0.2
H -0.20271 1.38714 -1.30253 -0.3 -0.1 -0.2
H -0.36395 -0.50645 1.11900 -0.3 0.2 0.1
H 0.76460 -2.41952 0.93792 -0.2 0.1 0.1
H 0.85464 -3.25188 -0.67791 -0.2 0.1 -0.1
H -0.09298 -0.79418 -4.17865 0.0 -0.1 0.3
H 0.04094 -0.40422 -2.67595 0.1 -0.4 0.1
O 0.22292 -0.10311 -3.59047 0.0 0.3 -0.2
H 0.74040 1.56601 3.92633 0.2 0.1 -0.1
H 2.02274 0.82436 3.45248 -0.4 0.1 0.0
O 1.08699 0.70846 3.66898 0.2 -0.3 0.2
```
Positions in Å, forces in eV/Å.

Kohn-Sham gap (alpha / beta), eV: 3.78 / 6.17
E_tot, Eh: -364.176557
Energy above the lowest of the compared OMol25 structures with the same formula, charge and spin, kJ/mol: 163.0
2S+1: 2
Net charge: -1
F_max, eV/Å: 0.7
M, g mol⁻¹: 105.14

---

DFT (ωB97M-V/def2-TZVPD) results for a structure of composition C41H49BrCeN7S4.

Structure (XYZ):
```
103
Properties=species:S:1:pos:R:3:forces:R:3
Ce -0.23682 -0.55891 0.82552 0.5 -0.2 0.5
C 3.86394 0.24524 -2.42600 0.0 0.0 0.0
C 2.66991 1.03778 -1.89972 0.1 0.1 0.0
C 2.02871 1.82843 -3.04467 0.0 0.0 0.0
C 3.00137 1.99080 -0.76768 0.1 0.0 -0.1
C 4.25375 2.58394 -0.67808 0.0 0.0 0.0
C 4.52960 3.53021 0.29930 0.0 0.0 0.0
C 3.54375 3.88462 1.20140 0.0 0.0 0.0
C 2.27807 3.30133 1.15917 0.0 0.0 0.1
C 1.25300 3.69845 2.21596 0.1 0.0 0.0
C 0.73268 5.11732 1.96254 0.0 0.0 0.0
C 1.80677 3.59648 3.64049 0.0 0.0 0.0
C 2.01290 2.35662 0.15591 -0.2 -0.1 0.0
N 0.72944 1.71628 0.11476 0.1 0.4 0.0
C -0.26430 2.47479 -0.25342 -0.1 0.0 0.0
C -1.63498 2.16240 -0.12103 0.0 0.0 0.0
C -2.70604 3.01010 -0.41995 -0.2 0.0 -0.1
C -3.85479 2.36737 0.03249 0.1 0.1 0.0
C -3.43481 1.15153 0.60572 0.0 0.0 -0.1
N -2.10382 1.01165 0.50218 -0.1 0.4 0.0
C -4.30915 0.13547 1.30225 0.0 0.0 0.0
C -4.91390 0.78687 2.55495 0.0 0.0 0.0
C -5.44617 -0.29767 0.36896 0.0 0.0 0.0
C -3.49642 -1.08894 1.71854 -0.1 0.2 0.0
H 3.52258 -0.48142 -3.16928 0.0 0.0 0.0
H 4.37799 -0.29536 -1.62945 0.0 0.0 0.0
H 4.59177 0.89349 -2.92065 0.0 0.0 0.0
H 1.93370 0.32818 -1.52178 -0.1 -0.1 0.0
H 2.73469 2.57556 -3.41879 0.0 0.0 0.0
H 1.12696 2.35021 -2.71450 0.0 0.0 0.0
H 1.76637 1.16544 -3.87437 0.0 0.0 0.0
H 5.02945 2.31060 -1.38286 0.0 0.0 0.0
H 5.51109 3.98557 0.35484 0.0 0.0 0.0
H 3.76142 4.62520 1.96302 0.0 0.0 0.0
H 0.40683 3.01639 2.15260 -0.1 -0.1 0.0
H 1.54464 5.84452 2.04947 0.0 0.0 0.0
H -0.03785 5.37948 2.69117 0.0 0.0 0.0
H 0.30180 5.21769 0.96433 0.0 0.0 0.0
H 2.66324 4.25811 3.78791 0.0 0.0 0.0
H 2.11647 2.58029 3.89103 0.0 0.1 0.0
H 1.03632 3.88639 4.35793 0.0 0.0 0.0
H -0.04664 3.46543 -0.66008 0.0 0.0 0.0
H -2.63211 3.98300 -0.88920 0.0 -0.1 0.0
H -4.86842 2.73720 -0.01513 0.0 0.0 0.0
H -5.48767 1.68088 2.29963 0.0 0.0 0.0
H -4.12657 1.07608 3.25455 0.0 0.0 0.0
H -5.58050 0.08255 3.05990 0.0 0.0 0.0
H -6.00958 0.56304 0.00107 0.0 0.0 0.0
H -6.13773 -0.95650 0.90072 0.0 0.0 0.0
H -5.06066 -0.84293 -0.49587 0.0 0.0 0.0
H -2.75894 -0.83049 2.48080 0.1 0.0 0.1
H -3.00218 -1.53896 0.85705 0.0 -0.1 -0.1
H -4.15032 -1.85398 2.14078 0.0 0.0 0.0
S -0.05007 -0.78546 3.53289 0.0 -0.5 0.1
C 0.45876 -2.47005 3.86704 0.0 0.1 0.1
C 0.55573 -2.82506 5.21992 0.0 0.0 -0.1
C 0.92773 -4.09399 5.62908 0.0 0.0 -0.1
C 1.21442 -5.05943 4.67236 0.0 0.0 0.0
C 1.12640 -4.72976 3.33115 0.0 0.1 -0.1
C 0.75783 -3.44695 2.89834 0.1 -0.1 -0.1
S 0.69143 -3.17636 1.13666 -0.2 -0.2 0.4
H 0.32497 -2.06490 5.95688 0.0 0.0 0.0
H 0.98997 -4.32507 6.68542 0.0 0.0 0.0
H 1.50115 -6.06219 4.96635 0.0 0.0 0.0
H 1.34354 -5.47411 2.57422 0.0 0.0 0.0
S -2.20400 -3.86160 -0.44238 -0.1 0.0 -0.2
C -2.71568 -3.62913 -2.00205 0.0 0.3 -0.2
N -2.68644 -4.66294 -2.90937 -0.1 -0.1 0.0
C -3.07190 -4.58763 -4.21273 0.1 -0.1 0.1
C -3.52238 -3.42362 -4.72836 0.0 0.1 0.0
C -3.57130 -2.29576 -3.86197 -0.1 0.0 0.0
C -3.16928 -2.38298 -2.56997 0.0 -0.2 0.2
H -2.40291 -5.55065 -2.51778 0.0 0.0 0.0
H -2.99228 -5.50099 -4.78492 0.0 0.0 0.0
H -3.82393 -3.36242 -5.76300 0.0 0.0 0.0
H -3.94454 -1.35226 -4.24312 0.0 -0.2 0.1
H -3.17946 -1.52125 -1.91685 -0.1 0.0 0.0
C -2.31867 0.62931 -5.10618 0.0 0.1 0.0
C -1.11060 0.98593 -4.23724 0.0 -0.1 0.0
C -0.61268 -0.15078 -3.40229 0.0 0.0 0.0
N -0.60664 -0.15770 -2.12184 0.1 -0.3 0.0
N -0.08507 -1.31136 -1.57778 0.1 0.0 -0.4
C 0.32223 -2.17578 -2.47228 -0.1 -0.1 0.2
N 0.87111 -3.35903 -2.16025 0.0 0.1 0.0
S 0.06485 -1.61651 -4.08528 0.0 0.1 -0.3
H -2.54024 1.44392 -5.79527 0.0 0.0 0.0
H -3.20077 0.46083 -4.48707 0.1 0.1 0.0
H -2.13902 -0.27159 -5.69809 0.0 0.0 0.0
H -1.36342 1.78464 -3.53897 0.0 0.0 0.0
H -0.29114 1.34146 -4.86529 0.0 0.0 0.0
H 0.81910 -3.67382 -1.19149 0.0 0.0 0.0
H 1.05853 -4.03457 -2.87687 0.0 0.0 0.0
Br 7.04433 -0.05056 2.43318 0.1 0.0 0.0
C 5.21988 -0.27953 2.02309 0.0 0.0 0.0
C 4.82501 -1.29526 1.17370 0.0 0.0 -0.1
C 3.47614 -1.39861 0.87333 0.0 0.1 -0.1
N 2.54935 -0.57623 1.36521 0.1 0.2 0.0
C 2.95907 0.36589 2.21665 -0.1 -0.1 0.0
C 4.27897 0.56808 2.57261 0.0 0.0 0.0
H 5.53925 -1.98942 0.75282 0.0 0.0 0.0
H 3.11916 -2.18255 0.21906 0.0 0.0 0.0
H 2.18174 0.97522 2.65462 0.0 0.0 0.0
H 4.55295 1.36477 3.24965 0.0 0.0 0.0
```
Positions in Å, forces in eV/Å.

Kohn-Sham gap, eV: 6.27
E_tot, Eh: -6617.086630
2S+1: 2
Net charge: 0
F_max, eV/Å: 0.7
M, g mol⁻¹: 988.18

---

DFT (ωB97M-V/def2-TZVPD) results for an isolated molecule of C4H6N2 at a distorted geometry.

Structure (XYZ):
```
12
Properties=species:S:1:pos:R:3:forces:R:3
N 2.33095 0.70619 0.09557 -0.1 -0.7 -0.1
C 1.22944 0.48487 -0.58226 0.3 -0.9 0.1
C -0.04268 0.89114 -0.28406 0.3 0.2 -0.7
C -1.31021 0.48002 -0.01434 0.3 0.1 -0.1
C -1.58681 -0.94006 0.18178 0.2 0.0 0.1
N -0.64738 -1.80881 0.23768 -0.3 0.1 0.1
H 3.19669 0.45483 -0.35679 0.0 0.0 0.2
H 2.36060 0.74589 1.11049 -0.1 0.4 -0.1
H 0.29912 1.77036 -0.92807 -1.3 0.8 0.8
H -2.14112 1.18318 -0.00407 0.3 -0.2 -0.3
H -2.65278 -1.21923 0.22590 0.3 0.1 0.0
H -1.03580 -2.74837 0.31815 0.1 0.1 0.0
```
Positions in Å, forces in eV/Å.

Kohn-Sham gap, eV: 8.19
E_tot, Eh: -265.393336
Energy above the lowest of the compared OMol25 structures with the same formula, charge and spin, kJ/mol: 373.4
2S+1: 1
Net charge: 0
F_max, eV/Å: 1.7
M, g mol⁻¹: 82.11

---

DFT (ωB97M-V/def2-TZVPD) results for a cluster of 3 separate species, C4H8O2S2 in total at a distorted geometry.

Structure (XYZ):
```
16
Properties=species:S:1:pos:R:3:forces:R:3
C -0.30650 0.28563 2.78993 1.9 1.3 1.7
C 2.15155 -0.90009 1.42228 -0.2 -0.2 3.3
O 1.73395 -1.78890 2.24700 0.3 0.6 -2.4
O 2.46968 0.25419 1.75172 0.0 -0.3 -1.3
C -0.85098 -0.20212 1.67473 -0.8 -0.9 -0.4
S -0.26493 -1.02173 -1.58788 -1.7 1.9 0.1
S -1.58785 0.48704 -2.08042 2.1 -2.3 1.0
C -0.93658 0.96585 -3.67067 0.8 -1.1 -0.7
H 0.89302 0.07646 3.07061 -3.1 -0.1 -0.6
H -0.81350 1.02153 3.52705 0.9 -0.8 -1.7
H 2.24644 -1.19139 0.32762 -0.3 0.0 0.0
H -0.59904 -1.27313 1.46990 0.4 1.1 -0.6
H -1.67160 0.24500 1.03738 0.6 -0.5 1.3
H -1.68008 1.59353 -4.13108 -0.2 0.3 -0.3
H 0.05310 1.45559 -3.61983 -0.6 -0.2 0.2
H -0.83669 -0.00745 -4.22836 -0.1 1.2 0.3
```
Positions in Å, forces in eV/Å.

Kohn-Sham gap, eV: 3.68
E_tot, Eh: -1103.811600
Energy above the lowest of the compared OMol25 structures with the same formula, charge and spin, kJ/mol: 728.3
2S+1: 1
Net charge: 0
F_max, eV/Å: 3.4
M, g mol⁻¹: 152.24